Below is the ion C19H24N5O3 with charge -1, with properties calculated with ωB97M-V/def2-TZVPD.

Structure (XYZ):
```
51
C19H24N5O3 ωB97M-V/def2-TZVPD
C 2.2940 2.1319 3.7678
C 1.4751 0.9885 3.1765
C 2.3403 0.2434 2.1501
C 1.1336 0.0076 4.3043
C 0.1801 1.4125 2.4637
C -0.7755 0.4569 1.9429
O -0.3912 -0.8640 1.9726
C -2.0802 0.9447 1.5790
C -3.2879 0.0372 1.3274
C -4.6175 0.7828 1.2926
C -3.3824 -1.0403 2.4126
C -3.1246 -0.6293 -0.0468
C -2.2315 2.3349 1.3766
C -1.2328 3.2206 1.7133
C -0.0537 2.7809 2.2636
H 1.7057 2.6858 4.4921
H 3.1697 1.7417 4.2880
H 2.6460 2.8019 2.9895
H 1.7588 -0.5984 1.7416
H 2.6107 0.9192 1.3230
H 3.2637 -0.1507 2.6103
H 0.5470 -0.8352 3.9135
H 2.0498 -0.3933 4.7678
H 0.5463 0.5132 5.0824
H -4.6731 1.4633 0.4470
H -5.4388 0.0751 1.1824
H -4.7843 1.3346 2.2132
H -2.4546 -1.6203 2.4996
H -3.5867 -0.5640 3.3780
H -4.2146 -1.7230 2.1889
H -2.1467 -1.1201 -0.1536
H -3.9241 -1.3717 -0.2083
H -3.1874 0.1290 -0.8414
H -3.1712 2.7420 0.9713
H -1.4031 4.3129 1.5450
H 0.6740 3.5427 2.5626
O -0.8233 -3.0994 3.4285
N 0.3952 -3.3336 3.1135
C 0.7404 -3.0191 1.7930
C -0.2501 -2.0994 1.1425
N 0.2644 -2.0034 -0.2327
N -0.3570 -1.2586 -1.1673
N 0.4780 -0.9458 -2.0936
N 1.7131 -1.5178 -1.8399
C 1.5708 -2.1805 -0.6648
C 2.5164 -2.9112 0.1140
C 2.0256 -3.3947 1.3603
O 1.1945 -3.7477 3.9749
H -1.2371 -2.6808 1.0806
H 3.4887 -3.0389 -0.2824
H 2.6894 -3.9370 1.9897
```

The calculation puts the energy at -33682.2757 eV. The calculation puts the energy relative to the best compared isomer or geometry (same formula, charge and spin) at 0.167 eV. As for the charge: -1. The HOMO energy comes out at -4.360 eV.

Mulliken atomic charge list, values in e, 5 entries: -2.48, 2.49, -1.48, -1.50, -0.18

Below is a structure of composition C14H31CrN6O3, with properties calculated with ωB97M-V/def2-TZVPD.

Structure (XYZ):
```
55
C14H31CrN6O3 ωB97M-V/def2-TZVPD
Cr -0.2758 -0.2041 0.7146
N 0.4474 -1.0995 2.5727
C -0.4449 -2.1894 3.0008
C -0.9721 -2.8592 1.7428
N -1.5774 -1.8321 0.8836
H 1.3149 -1.5285 2.2434
H 0.7036 -0.5321 3.3805
H -1.2720 -1.7774 3.5849
H 0.0825 -2.9161 3.6250
H -1.6902 -3.6457 1.9898
H -0.1385 -3.3041 1.1946
H -2.4935 -1.5957 1.2696
H -1.7417 -2.2974 -0.0194
N -1.5458 1.0720 1.9698
C -2.8564 1.6219 1.5558
C -3.0265 1.5470 0.0435
C -1.8999 2.2582 -0.7226
C -1.3748 1.4138 -1.8802
N -0.8630 0.1108 -1.3917
H -1.6418 0.7306 2.9245
H -0.9047 1.8608 2.0293
H -2.9456 2.6624 1.8799
H -3.6518 1.0463 2.0326
H -3.9870 1.9929 -0.2073
H -3.0610 0.4963 -0.2513
H -1.0622 2.4768 -0.0605
H -2.2450 3.2084 -1.1249
H -0.5565 1.9455 -2.3723
H -2.1687 1.2575 -2.6146
H -0.0312 -0.1240 -1.9328
H -1.5175 -0.6372 -1.6249
O 1.3544 -0.9485 -0.1046
N 2.3299 -0.1315 -0.2627
N 2.1136 1.0546 0.1256
O 0.9515 1.3458 0.6659
C 3.0676 2.0790 0.0076
C 2.6440 3.4007 0.1654
C 3.5749 4.4181 0.1171
C 4.9163 4.1233 -0.0876
C 5.3231 2.8093 -0.2907
C 4.4065 1.7771 -0.2464
H 1.5972 3.6181 0.3154
H 3.2555 5.4407 0.2352
H 5.6430 4.9202 -0.0927
H 6.3614 2.5928 -0.4800
H 4.7070 0.7516 -0.3863
C -0.7727 -4.3713 -3.4984
C -1.4697 -4.0470 -2.1915
O -0.9090 -2.8922 -1.5442
H -1.2807 -5.2036 -3.9763
H 0.2638 -4.6517 -3.3193
H -0.7937 -3.5187 -4.1720
H -1.4174 -4.9107 -1.5160
H -2.5179 -3.7982 -2.3595
H 0.0484 -3.0167 -1.5390
```

The calculation puts the energy at -58509.9122 eV. The calculation puts the energy relative to the best compared isomer or geometry (same formula, charge and spin) at 0.509 eV. As for the charge: +2. As for the spin multiplicity: 2. The HOMO energy (spin up / spin down) comes out at -14.577 / -14.573 eV.

Mulliken atomic charge list, values in e, 5 entries: -0.16, -0.17, -0.76, -0.58, -0.03

Below is a cluster of 4 separate species, C4H17N2O3 in total, with properties calculated with ωB97M-V/def2-TZVPD.

Structure (XYZ):
```
26
C4H17N2O3 ωB97M-V/def2-TZVPD
C -0.5956 0.2246 1.1465
C -0.8655 1.6298 0.6259
C 0.2657 2.1699 -0.2000
C 1.3073 2.8165 0.3102
N 0.1369 1.8377 -1.5781
N -0.2391 -0.6754 0.0189
H 0.2778 0.2381 1.7941
H -1.4695 -0.1740 1.6413
H -1.7800 1.5994 0.0326
H -1.0931 2.2943 1.4584
H 2.1213 3.2208 -0.2717
H 1.3536 2.9406 1.3799
H 0.8733 2.2390 -2.1435
H -0.7575 2.1403 -1.9508
H -0.9831 -0.7943 -0.6849
H 0.5760 -0.3583 -0.5157
H -0.0396 -1.6295 0.3574
H -0.8366 -3.4506 1.7622
H 0.5806 -3.3186 2.3183
O -0.1139 -2.8202 1.8645
H -2.0106 -2.3719 -2.2586
H -3.1203 -2.6616 -1.2541
O -2.2345 -2.2798 -1.3214
H 2.9807 -0.4062 -1.4081
H 3.1435 -1.5530 -0.4374
O 2.5224 -0.8577 -0.6857
```

The calculation puts the energy at -13541.1092 eV. The calculation puts the energy relative to the best compared isomer or geometry (same formula, charge and spin) at 0.000 eV. As for the charge: +1. The HOMO energy comes out at -11.917 eV.

Mulliken atomic charge list, values in e, 5 entries: -0.54, -1.01, 0.76, -1.11, -0.47

Below is a cluster of 2 separate species, C4H12N2O2 in total, with properties calculated with ωB97M-V/def2-TZVPD.

Structure (XYZ):
```
20
C4H12N2O2 ωB97M-V/def2-TZVPD
C 0.2002 -0.3649 2.8181
N 0.7867 -0.3730 1.5729
C 0.2968 -1.2248 0.4759
C -1.0034 -0.6799 -0.1075
N -0.8468 0.5893 -0.8410
C -0.3931 0.2602 -2.2337
O -0.6762 -1.0854 3.2240
H 0.4888 0.5299 3.4161
H 1.2338 0.4654 1.2163
H 1.1132 -1.1892 -0.2360
H 0.2286 -2.2635 0.8332
H -1.5899 -0.3414 0.8650
H -1.6879 -1.4253 -0.5862
H -1.7542 1.0239 -0.8783
H -0.7800 -0.6746 -2.6342
H -0.6953 1.0019 -2.9659
H 0.6665 0.1207 -2.2580
H 0.9162 1.3236 -0.4162
H 1.7185 2.5276 -0.9326
O 1.7776 1.7794 -0.3319
```

The calculation puts the energy at -11417.5048 eV. As for the structure (SMILES): CNCCNC=O.O. The calculation puts the energy relative to the best compared isomer or geometry (same formula, charge and spin) at 1.712 eV. The HOMO energy comes out at -9.637 eV.

Mulliken atomic charge list, values in e, 5 entries: -0.02, -0.12, -0.69, -0.49, -0.46

Below is a structure of composition C13H19ClN2O2STc, with properties calculated with ωB97M-V/def2-TZVPD.

Structure (XYZ):
```
39
C13H19ClN2O2STc ωB97M-V/def2-TZVPD
Cl 0.2290 -4.1956 -2.1126
C -2.0896 0.2002 -2.9957
C -2.7105 0.6946 -1.7844
C -3.0251 -0.4247 -0.9577
H -2.9043 1.7332 -1.5238
C -2.5899 -1.6334 -1.6361
C -2.0304 -1.2346 -2.9079
H -1.6148 -1.9491 -3.6202
H -1.7369 0.7974 -3.8229
H -3.5343 -0.4219 0.0205
C -2.8328 -3.0240 -1.1854
Tc -0.8000 -0.4308 -1.3324
C -0.0667 1.3222 -1.6583
C 0.6984 -1.2464 -2.3217
O 0.4008 2.3935 -1.7704
O 1.6524 -1.6848 -2.8040
H -2.8467 -3.0929 -0.0921
H -2.0394 -3.6733 -1.5800
H -3.8034 -3.3678 -1.5656
C -0.5531 0.6308 3.1858
N 0.6414 1.0763 2.4956
C 1.5764 1.9222 3.2610
C 1.0192 0.4068 1.4171
S 0.0333 -0.9894 0.9035
N 2.2085 0.7101 0.8630
C 2.6577 2.0846 0.6660
C 3.0595 -0.2888 0.2662
H -0.6039 1.1942 4.1086
H -0.4915 -0.4447 3.3991
H -1.4173 0.8363 2.5452
H 2.5805 1.4855 3.3395
H 1.6240 2.9286 2.8392
H 1.1498 2.0038 4.2512
H 3.5417 2.3012 1.2782
H 2.9353 2.1667 -0.3842
H 1.8662 2.8082 0.8672
H 2.6091 -1.2682 0.4038
H 3.1610 -0.0557 -0.7906
H 4.0464 -0.2705 0.7351
```

The calculation puts the energy at -46403.0078 eV. As for the charge: +2. As for the spin multiplicity: 4. The HOMO energy (spin up / spin down) comes out at -15.882 / -15.883 eV.

Mulliken atomic charge list, values in e, 5 entries: 0.00, -0.57, -0.19, -0.49, 0.54

| no. | maximum force (eV/Å) |
| --- | --- |
| 1 | 3.8 |
| 2 | 1.8 |
| 3 | 1.1 |
| 4 | 4.0 |
| 5 | 6.0 |